(1)
Below is a structure of composition C28H28ClIrN4O4S, with properties calculated with ωB97M-V/def2-TZVPD.

Last column: Löwdin charge in e.
Geometry (Å):
Ir (0.11, 0.22, 0.19)  1.255
N (-2.60, -0.74, 1.91)  0.140
C (-2.37, 0.62, 2.05)  -0.313
C (-3.39, 1.38, 2.65)  -0.002
C (-3.16, 2.70, 2.90)  -0.050
C (-1.92, 3.26, 2.58)  -0.049
C (-1.00, 2.46, 1.96)  -0.136
N (-1.22, 1.16, 1.65)  -0.026
C (-1.81, -1.82, 1.55)  -0.283
C (-2.40, -3.09, 1.70)  0.002
C (-1.67, -4.21, 1.36)  -0.051
C (-0.37, -4.05, 0.89)  -0.050
C (0.13, -2.78, 0.78)  -0.097
N (-0.57, -1.68, 1.10)  0.010
H (-3.56, -0.99, 2.06)  0.137
H (-4.33, 0.90, 2.90)  0.121
H (-3.94, 3.30, 3.36)  0.115
H (-1.69, 4.29, 2.79)  0.109
H (-0.03, 2.84, 1.67)  0.108
H (-3.41, -3.17, 2.06)  0.118
H (-2.12, -5.19, 1.45)  0.113
H (0.24, -4.90, 0.61)  0.108
H (1.13, -2.60, 0.40)  0.109
C (0.42, -0.60, 7.18)  -0.045
C (0.34, 0.60, 6.22)  -0.555
C (0.63, 1.90, 6.98)  -0.042
C (-1.09, 0.68, 5.67)  -0.059
C (1.37, 0.43, 5.11)  -0.159
C (2.73, 0.31, 5.44)  -0.031
C (3.70, 0.13, 4.47)  -0.070
C (3.31, 0.09, 3.14)  -0.457
S (4.28, -0.22, 1.74)  1.138
C (2.87, -0.12, 0.75)  -0.515
N (1.76, 0.18, 1.40)  -0.063
C (1.97, 0.24, 2.78)  -0.248
C (1.00, 0.40, 3.77)  0.044
C (2.78, -0.46, -0.65)  -0.265
C (3.88, -0.78, -1.46)  -0.055
C (3.66, -1.11, -2.78)  -0.092
C (2.36, -1.11, -3.28)  -0.074
C (1.27, -0.79, -2.47)  -0.081
C (1.45, -0.46, -1.13)  -0.278
H (-0.33, -0.49, 7.97)  0.085
H (1.40, -0.67, 7.65)  0.077
H (0.23, -1.53, 6.64)  0.092
H (-0.10, 2.03, 7.79)  0.086
H (0.57, 2.76, 6.32)  0.091
H (1.62, 1.88, 7.43)  0.078
H (-1.79, 0.79, 6.49)  0.090
H (-1.36, -0.23, 5.12)  0.088
H (-1.22, 1.54, 5.00)  0.075
H (3.04, 0.35, 6.48)  0.110
H (4.74, 0.02, 4.75)  0.112
H (-0.03, 0.46, 3.48)  0.075
H (4.88, -0.76, -1.05)  0.098
H (4.49, -1.36, -3.42)  0.098
H (2.19, -1.37, -4.32)  0.103
H (0.28, -0.79, -2.90)  0.097
C (0.53, 2.00, -0.77)  -0.241
H (0.26, 1.90, -1.83)  0.014
H (1.58, 2.30, -0.73)  0.012
H (-0.08, 2.81, -0.37)  -0.011
O (-2.97, 0.48, -2.79)  -0.288
Cl (-2.79, 0.33, -1.38)  0.710
O (-2.86, 1.59, -0.70)  -0.313
O (-3.70, -0.62, -0.83)  -0.323
O (-1.40, -0.24, -1.19)  -0.496

## Properties
Net charge ... 0
Frontier orbital gap ... 7.747 eV
E_HOMO ... -7.8 eV
Relative energy (zero: lowest compared OMol25 entry of this formula, charge and spin) ... 0.000 eV


(2)
Below is a structure of composition C28H28F3LiN2O2PSSi, with properties calculated with ωB97M-V/def2-TZVPD.

Last column: Löwdin charge in e.
Geometry (Å):
Li (0.38, 1.91, 0.39)  0.443
O (1.62, 0.84, 3.33)  -0.064
N (0.57, 0.10, 2.92)  -0.068
C (-0.14, -0.43, 3.83)  -0.108
C (-1.33, -1.19, 3.46)  -0.207
C (-2.06, -1.77, 4.51)  -0.056
C (-3.21, -2.49, 4.27)  -0.098
C (-3.67, -2.64, 2.97)  -0.093
C (-2.95, -2.08, 1.92)  -0.087
C (-1.78, -1.35, 2.13)  -0.283
P (-0.85, -0.61, 0.72)  1.106
C (-1.88, -1.15, -0.70)  -0.378
C (-1.64, -2.26, -1.52)  -0.083
C (-2.47, -2.54, -2.59)  -0.094
C (-3.57, -1.73, -2.86)  -0.097
C (-3.81, -0.62, -2.07)  -0.084
C (-2.97, -0.33, -1.01)  -0.116
C (0.56, -1.78, 0.63)  -0.363
C (0.45, -3.13, 0.99)  -0.097
C (1.54, -3.98, 0.88)  -0.092
C (2.75, -3.50, 0.41)  -0.098
C (2.88, -2.16, 0.07)  -0.077
C (1.79, -1.30, 0.19)  -0.092
H (1.88, 1.31, 2.45)  0.015
H (0.11, -0.29, 4.88)  0.124
H (-1.70, -1.64, 5.52)  0.104
H (-3.76, -2.93, 5.10)  0.096
H (-4.57, -3.20, 2.77)  0.097
H (-3.32, -2.21, 0.92)  0.095
H (-0.79, -2.90, -1.33)  0.094
H (-2.27, -3.40, -3.22)  0.096
H (-4.22, -1.96, -3.70)  0.095
H (-4.64, 0.04, -2.29)  0.101
H (-3.14, 0.57, -0.42)  0.094
H (-0.49, -3.51, 1.36)  0.106
H (1.44, -5.02, 1.16)  0.096
H (3.61, -4.16, 0.32)  0.095
H (3.83, -1.77, -0.27)  0.092
H (1.91, -0.24, -0.02)  0.069
F (-2.88, 4.32, -3.17)  0.120
C (-3.06, 2.99, -3.20)  -0.601
F (-3.61, 2.72, -4.42)  0.092
F (-4.03, 2.70, -2.31)  0.104
C (-1.80, 2.21, -2.99)  -0.153
C (-1.35, 1.38, -4.00)  -0.025
C (-0.20, 0.63, -3.82)  -0.073
C (0.46, 0.76, -2.62)  -0.160
N (0.05, 1.55, -1.63)  -0.047
C (-1.07, 2.30, -1.77)  -0.784
S (-1.53, 3.26, -0.42)  0.522
H (-1.92, 1.31, -4.92)  0.115
H (0.17, -0.04, -4.59)  0.094
H (1.36, 0.18, -2.41)  0.102
C (3.19, 3.96, -0.65)  -0.173
Si (3.45, 2.59, 0.61)  0.229
C (4.43, 3.30, 2.06)  -0.178
C (4.56, 1.29, -0.20)  -0.181
O (2.06, 1.96, 1.09)  -0.471
H (4.14, 4.38, -1.00)  0.020
H (2.59, 4.77, -0.23)  0.027
H (2.65, 3.58, -1.52)  0.019
H (5.39, 3.71, 1.74)  0.018
H (4.61, 2.53, 2.81)  0.022
H (3.86, 4.10, 2.54)  0.023
H (5.51, 1.72, -0.54)  0.020
H (4.07, 0.85, -1.07)  0.016
H (4.79, 0.49, 0.51)  0.020

## Properties
Net charge ... -1
Frontier orbital gap ... 7.291 eV
E_HOMO ... -4.6 eV
Relative energy (zero: lowest compared OMol25 entry of this formula, charge and spin) ... 0.000 eV


(3)
Below is a structure of composition C28H28FeN2Si, with properties calculated with ωB97M-V/def2-TZVPD.

Last column: Löwdin charge in e.
Geometry (Å):
C (0.80, 2.52, 2.87)  -0.088
C (1.07, 2.67, 1.48)  -0.137
C (-0.19, 2.79, 0.79)  -0.198
H (2.06, 2.79, 1.04)  0.131
C (-1.23, 2.64, 1.77)  -0.117
C (-0.61, 2.51, 3.05)  -0.090
H (-1.11, 2.51, 4.01)  0.140
H (1.53, 2.54, 3.67)  0.140
H (-0.37, 3.04, -0.24)  0.090
H (-2.29, 2.75, 1.59)  0.130
Fe (-0.04, 0.88, 1.63)  0.740
C (-0.76, -3.53, -0.62)  -0.050
H (-1.60, -2.82, -0.51)  0.015
H (-0.74, -4.16, 0.28)  0.022
H (0.20, -3.02, -0.73)  0.003
Si (0.46, 0.68, -1.60)  0.862
C (1.70, -0.02, -2.86)  -0.382
C (2.77, 0.79, -3.30)  -0.117
H (2.88, 1.80, -2.87)  0.093
C (3.66, 0.35, -4.29)  -0.077
H (4.47, 1.01, -4.62)  0.107
C (3.52, -0.92, -4.86)  -0.075
H (4.22, -1.26, -5.63)  0.112
C (2.48, -1.75, -4.42)  -0.075
H (2.35, -2.74, -4.86)  0.108
C (1.58, -1.30, -3.43)  -0.111
H (0.77, -1.97, -3.10)  0.095
C (-0.91, 1.10, -2.85)  -0.323
C (-0.77, 1.12, -4.26)  -0.076
H (0.18, 0.79, -4.71)  0.103
C (-1.82, 1.51, -5.11)  -0.071
H (-1.66, 1.53, -6.19)  0.115
C (-3.06, 1.87, -4.57)  -0.075
H (-3.89, 2.14, -5.23)  0.114
C (-3.24, 1.83, -3.18)  -0.086
H (-4.20, 2.12, -2.74)  0.106
C (-2.20, 1.42, -2.34)  -0.138
H (-2.38, 1.32, -1.25)  0.078
H (1.03, 2.01, -1.26)  -0.028
H (-0.94, -4.19, -1.46)  0.014
C (-3.62, -0.74, 3.29)  -0.063
C (-3.14, -1.63, 4.25)  -0.048
C (-1.76, -1.84, 4.34)  0.001
C (-0.91, -1.12, 3.49)  -0.206
N (-1.39, -0.24, 2.54)  -0.021
C (-2.74, -0.07, 2.45)  -0.111
C (0.54, -1.20, 3.51)  -0.205
C (1.28, -2.02, 4.37)  0.001
C (2.67, -1.99, 4.30)  -0.047
C (3.28, -1.15, 3.36)  -0.065
C (2.50, -0.34, 2.53)  -0.105
N (1.14, -0.36, 2.59)  -0.027
H (-4.69, -0.54, 3.17)  0.110
H (-3.81, -2.17, 4.92)  0.114
H (-1.30, -2.55, 5.03)  0.113
H (-3.09, 0.64, 1.70)  0.103
H (0.73, -2.67, 5.06)  0.112
H (3.26, -2.61, 4.97)  0.115
H (4.36, -1.11, 3.25)  0.110
H (2.95, 0.34, 1.80)  0.114

## Properties
Net charge ... +1
Frontier orbital gap (alpha / beta) ... 3.234 / 5.962 eV
E_HOMO (alpha / beta) ... -8.3 / -11.5 eV
Relative energy (zero: lowest compared OMol25 entry of this formula, charge and spin) ... 1.844 eV
2S+1 ... 6


(4)
Below is a structure of composition C28H28LuN2Si, with properties calculated with ωB97M-V/def2-TZVPD.

Last column: Löwdin charge in e.
Geometry (Å):
C (0.89, 2.51, 2.24)  -0.214
C (1.10, 2.84, 0.86)  -0.243
C (-0.18, 3.01, 0.24)  -0.291
H (2.06, 3.08, 0.41)  0.112
C (-1.19, 2.77, 1.23)  -0.211
C (-0.53, 2.48, 2.47)  -0.212
H (-1.01, 2.50, 3.46)  0.124
H (1.65, 2.52, 3.03)  0.119
H (-0.38, 3.40, -0.76)  0.101
H (-2.27, 2.99, 1.11)  0.122
Lu (0.01, 0.67, 0.90)  1.403
C (-0.04, -3.83, -1.32)  -0.279
H (0.73, -3.02, -1.53)  0.057
H (-0.54, -3.72, -2.39)  0.062
H (0.30, -3.98, -0.17)  0.037
Si (0.41, 1.00, -1.63)  0.704
C (1.64, 0.01, -2.66)  -0.370
C (2.78, 0.85, -2.54)  -0.183
H (2.87, 1.60, -1.74)  0.069
C (3.77, 0.78, -3.50)  -0.092
H (4.58, 1.52, -3.47)  0.107
C (3.71, -0.19, -4.50)  -0.083
H (4.45, -0.20, -5.30)  0.104
C (2.68, -1.16, -4.49)  -0.075
H (2.66, -1.95, -5.25)  0.105
C (1.64, -1.11, -3.53)  -0.099
H (0.85, -1.88, -3.49)  0.093
C (-1.23, 1.02, -2.47)  -0.385
C (-1.08, 1.02, -3.87)  -0.114
H (-0.18, 0.62, -4.30)  0.083
C (-2.04, 1.68, -4.63)  -0.075
H (-1.83, 1.87, -5.68)  0.110
C (-3.19, 2.16, -4.00)  -0.090
H (-3.86, 2.81, -4.55)  0.105
C (-3.47, 1.82, -2.67)  -0.093
H (-4.41, 2.13, -2.21)  0.101
C (-2.52, 1.15, -1.88)  -0.115
H (-2.75, 0.80, -0.87)  0.061
H (0.29, -4.87, -1.56)  0.070
H (-1.06, -3.72, -0.86)  0.063
C (-3.74, -0.70, 3.26)  -0.015
C (-3.22, -1.42, 4.34)  -0.014
C (-1.85, -1.59, 4.41)  0.008
C (-1.01, -1.04, 3.44)  -0.183
N (-1.53, -0.35, 2.37)  -0.021
C (-2.87, -0.16, 2.31)  -0.093
C (0.46, -1.14, 3.51)  -0.185
C (1.17, -1.79, 4.51)  0.013
C (2.56, -1.80, 4.52)  -0.011
C (3.25, -1.15, 3.50)  -0.024
C (2.53, -0.52, 2.49)  -0.088
N (1.18, -0.55, 2.51)  -0.032
H (-4.81, -0.54, 3.16)  0.118
H (-3.89, -1.85, 5.09)  0.128
H (-1.40, -2.14, 5.24)  0.118
H (-3.24, 0.45, 1.49)  0.108
H (0.62, -2.28, 5.28)  0.105
H (3.12, -2.30, 5.32)  0.130
H (4.32, -1.12, 3.47)  0.117
H (3.01, 0.01, 1.65)  0.132

## Properties
Net charge ... +1
Frontier orbital gap (alpha / beta) ... 3.723 / 3.951 eV
E_HOMO (alpha / beta) ... -7.9 / -8.1 eV
Relative energy (zero: lowest compared OMol25 entry of this formula, charge and spin) ... 5.557 eV


(5)
Below is a structure of composition C28H28N3O3SW, with properties calculated with ωB97M-V/def2-TZVPD.

Last column: Löwdin charge in e.
Geometry (Å):
W (0.32, -0.44, 0.48)  1.356
O (0.78, -1.37, 4.45)  0.038
C (0.57, -1.78, 3.31)  -0.606
O (1.08, -1.25, 2.25)  -0.254
C (-0.27, -3.02, 3.12)  -0.144
C (-0.31, -3.89, 4.21)  -0.045
C (-0.97, -5.10, 4.16)  -0.111
C (-1.64, -5.45, 2.99)  -0.116
C (-1.63, -4.60, 1.91)  -0.158
C (-0.95, -3.36, 1.94)  -0.578
S (-1.13, -2.43, 0.45)  0.592
H (0.22, -3.58, 5.10)  0.108
H (-0.97, -5.76, 5.02)  0.087
H (-2.17, -6.39, 2.92)  0.091
H (-2.16, -4.87, 1.01)  0.082
O (-0.72, 0.73, 1.89)  -0.217
C (-0.62, 1.98, 2.20)  -0.357
C (-1.73, 2.63, 2.79)  -0.011
C (-1.72, 3.96, 3.10)  -0.102
C (-0.59, 4.75, 2.85)  -0.120
C (0.51, 4.15, 2.30)  -0.064
C (0.54, 2.78, 1.98)  -0.098
C (1.77, 2.19, 1.48)  -0.250
N (1.92, 1.03, 0.86)  -0.038
C (3.26, 0.85, 0.63)  -0.117
C (3.94, 1.91, 1.10)  -0.078
N (2.99, 2.76, 1.63)  0.111
H (-2.60, 2.01, 2.98)  0.116
H (-2.60, 4.41, 3.55)  0.097
H (-0.59, 5.81, 3.07)  0.087
H (1.38, 4.76, 2.08)  0.098
H (3.63, -0.05, 0.16)  0.102
H (4.99, 2.15, 1.13)  0.105
H (3.16, 3.60, 2.15)  0.144
C (1.21, -2.90, -2.55)  -0.079
C (1.60, -1.65, -3.35)  -0.382
C (2.81, -0.94, -2.73)  -0.074
C (0.45, -0.70, -3.62)  -0.146
C (0.10, -0.48, -4.95)  -0.059
C (-0.93, 0.38, -5.29)  -0.104
C (-1.62, 1.04, -4.29)  -0.058
C (-1.30, 0.86, -2.95)  -0.141
C (-2.09, 1.68, -1.93)  -0.372
C (-2.91, 0.83, -0.96)  -0.066
C (-1.21, 2.71, -1.21)  -0.059
C (-0.26, -0.03, -2.60)  -0.233
N (0.06, -0.24, -1.28)  -0.221
H (1.98, -3.66, -2.66)  0.072
H (0.27, -3.31, -2.92)  0.081
H (1.07, -2.68, -1.50)  0.014
H (1.92, -2.00, -4.34)  0.114
H (2.53, -0.48, -1.78)  0.024
H (3.18, -0.15, -3.39)  0.079
H (3.62, -1.65, -2.55)  0.076
H (0.65, -1.00, -5.73)  0.101
H (-1.19, 0.54, -6.33)  0.091
H (-2.42, 1.73, -4.55)  0.102
H (-2.81, 2.25, -2.52)  0.115
H (-2.29, 0.27, -0.26)  0.014
H (-3.54, 0.11, -1.50)  0.081
H (-3.57, 1.48, -0.37)  0.077
H (-0.39, 2.22, -0.69)  0.042
H (-1.79, 3.27, -0.48)  0.079
H (-0.79, 3.41, -1.93)  0.079

## Properties
Net charge ... -1
Frontier orbital gap (alpha / beta) ... 5.637 / 7.114 eV
E_HOMO (alpha / beta) ... -3.1 / -4.6 eV
2S+1 ... 3


(6)
Below is a structure of composition C28H28N8O4PdSSe, with properties calculated with ωB97M-V/def2-TZVPD.

Last column: Löwdin charge in e.
Geometry (Å):
Pd (1.09, 0.14, -0.04)  1.029
Se (4.28, -6.61, 1.29)  1.068
N (3.76, -5.26, 2.32)  -0.249
C (3.14, -4.37, 1.57)  -0.332
C (2.57, -3.16, 2.07)  -0.103
C (2.54, -2.81, 3.41)  -0.010
C (1.94, -1.62, 3.79)  -0.068
C (1.45, -0.77, 2.81)  -0.132
N (1.47, -1.05, 1.52)  -0.042
C (2.01, -2.25, 1.12)  -0.156
C (1.98, -2.54, -0.25)  -0.156
N (1.47, -1.59, -1.10)  -0.033
C (1.43, -1.84, -2.39)  -0.137
C (1.83, -3.05, -2.95)  -0.052
C (2.36, -4.04, -2.12)  -0.002
C (2.46, -3.79, -0.76)  -0.101
C (3.06, -4.69, 0.17)  -0.332
N (3.61, -5.85, -0.17)  -0.249
H (2.98, -3.47, 4.14)  0.113
H (1.88, -1.32, 4.83)  0.095
H (1.00, 0.18, 3.10)  0.099
H (1.07, -1.05, -3.03)  0.114
H (1.74, -3.21, -4.01)  0.101
H (2.70, -4.98, -2.52)  0.114
C (-5.03, -1.97, -3.28)  -0.047
C (-3.95, -1.01, -2.89)  -0.269
C (-4.08, 0.34, -3.19)  -0.029
C (-3.07, 1.24, -2.90)  -0.053
C (-1.92, 0.79, -2.27)  -0.267
C (-1.80, -0.54, -1.89)  -0.075
C (-2.81, -1.43, -2.22)  -0.025
S (-0.66, 2.02, -1.92)  0.641
O (-1.11, 2.61, -0.67)  -0.298
O (-0.59, 2.92, -3.04)  -0.283
N (0.78, 1.30, -1.63)  -0.275
C (1.87, 1.87, -2.29)  -0.148
C (3.13, 0.75, -2.32)  -0.650
O (3.52, 0.53, -3.44)  0.138
O (3.42, 0.40, -1.19)  0.036
H (-5.38, -1.75, -4.29)  0.082
H (-5.88, -1.88, -2.60)  0.085
H (-4.68, -3.00, -3.24)  0.077
H (-4.98, 0.70, -3.67)  0.117
H (-3.14, 2.28, -3.17)  0.117
H (-0.92, -0.87, -1.35)  0.067
H (-2.70, -2.48, -1.96)  0.116
H (2.38, 2.67, -1.74)  0.127
H (1.61, 2.22, -3.29)  0.112
C (-3.01, 2.10, 2.88)  -0.150
C (-2.77, 1.08, 1.78)  -0.182
N (-1.35, 0.89, 1.64)  0.070
C (-0.47, 1.94, 1.66)  -0.419
N (0.73, 1.72, 1.22)  -0.081
C (1.76, 2.74, 1.29)  -0.203
C (1.49, 3.70, 2.44)  -0.144
C (0.06, 4.20, 2.30)  -0.146
N (-0.84, 3.06, 2.33)  -0.038
C (-2.25, 3.37, 2.50)  -0.148
H (-2.63, 1.71, 3.82)  0.121
H (-4.07, 2.32, 2.99)  0.117
H (-3.22, 1.43, 0.84)  0.119
H (-3.21, 0.11, 2.03)  0.124
H (-1.04, 0.13, 1.02)  0.101
H (1.76, 3.31, 0.35)  0.107
H (2.73, 2.24, 1.39)  0.121
H (2.19, 4.53, 2.42)  0.117
H (1.60, 3.18, 3.40)  0.120
H (-0.06, 4.75, 1.35)  0.135
H (-0.20, 4.87, 3.12)  0.125
H (-2.66, 3.79, 1.57)  0.133
H (-2.33, 4.11, 3.30)  0.125

## Properties
Net charge ... 0
Frontier orbital gap (alpha / beta) ... 4.861 / 5.853 eV
E_HOMO (alpha / beta) ... -5.1 / -8.3 eV
Relative energy (zero: lowest compared OMol25 entry of this formula, charge and spin) ... 1.239 eV
2S+1 ... 3